[1]
{"formula": "C39H54BrIrN4OSSi2", "method": "ωB97M-V/def2-TZVPD", "multiplicity": 2, "homo_ev": [-9.37, -9.38], "gap_ev": [6.84, 6.07], "total_charge": 1, "lumo_ev": [-2.53, -3.31], "species": ["Ir", "C", "Si", "C", "C", "C", "C", "C", "C", "C", "C", "N", "Si", "C", "C", "C", "H", "H", "H", "H", "H", "H", "H", "H", "H", "H", "H", "H", "H", "H", "H", "H", "H", "H", "H", "H", "H", "H", "C", "C", "C", "C", "C", "C", "C", "Br", "C", "O", "C", "C", "C", "C", "C", "C", "H", "H", "H", "H", "H", "H", "H", "H", "H", "H", "H", "H", "H", "H", "H", "H", "H", "H", "H", "H", "S", "C", "C", "C", "C", "C", "C", "C", "C", "C", "N", "H", "H", "H", "H", "H", "H", "C", "C", "N", "C", "C", "N", "H", "H", "H", "H", "H", "H"], "xyz": [[0.082294, -1.192098, 0.507759], [-3.363559, -3.138027, 1.619712], [-3.129100, -2.496319, -0.140907], [-3.890680, -0.802055, -0.477234], [-4.178963, -3.696977, -1.165722], [-1.288717, -2.389739, -0.714915], [-1.376343, -1.645320, -2.070264], [-2.111972, -2.042577, -3.189253], [-2.115407, -1.228676, -4.310103], [-1.396607, -0.045389, -4.298103], [-0.667967, 0.258802, -3.159489], [-0.651224, -0.532647, -2.090048], [-0.510305, -3.948120, -1.332103], [-1.299130, -5.635531, -1.263378], [0.755400, -3.795769, -2.689445], [-0.114267, -4.870866, 1.680797], [-4.263540, -2.684634, 2.042905], [-2.538477, -2.936144, 2.297920], [-3.529029, -4.218753, 1.603549], [-4.626063, -0.532539, 0.284480], [-4.411181, -0.843458, -1.436958], [-3.160940, 0.003636, -0.557908], [-5.193387, -3.694458, -0.754239], [-3.837506, -4.731154, -1.133610], [-4.275308, -3.398514, -2.208510], [-2.684348, -2.960659, -3.189003], [-2.684077, -1.512809, -5.186656], [-1.392046, 0.616127, -5.153324], [-0.070374, 1.162706, -3.088306], [-1.836971, -5.802294, -2.202113], [-2.004296, -5.750060, -0.443591], [-0.532492, -6.410643, -1.193072], [0.260757, -3.603318, -3.643425], [1.340930, -4.711759, -2.783817], [1.423253, -2.954375, -2.492868], [-1.059056, -4.369299, 1.462456], [0.092934, -4.754959, 2.744827], [-0.213622, -5.936289, 1.473030], [3.752319, 5.653435, -0.494461], [3.391344, 4.778453, -1.702800], [2.778093, 5.660134, -2.799581], [4.677513, 4.159507, -2.250349], [2.385978, 3.713520, -1.273805], [2.631198, 2.358754, -1.356039], [1.679702, 1.445232, -0.919151], [2.215397, -0.385416, -1.232286], [0.432116, 1.791443, -0.347195], [-0.436347, 0.959226, 0.160894], [0.167671, 3.206828, -0.331308], [1.135439, 4.088729, -0.772547], [-1.192699, 3.721807, 0.149187], [-1.332966, 5.237799, -0.025635], [-1.371444, 3.423534, 1.645545], [-2.329345, 3.081282, -0.664882], [4.493714, 6.404870, -0.774599], [4.168877, 5.047012, 0.312724], [2.877540, 6.176959, -0.104770], [3.488938, 6.429938, -3.107928], [1.873415, 6.163748, -2.455946], [2.518030, 5.065170, -3.677284], [5.365822, 4.951444, -2.549809], [4.486683, 3.538853, -3.128433], [5.184123, 3.547730, -1.500446], [3.559463, 1.982097, -1.762052], [0.915895, 5.146371, -0.739053], [-0.589179, 5.795296, 0.546955], [-2.316140, 5.542780, 0.337165], [-1.257840, 5.538097, -1.072746], [-0.625606, 3.964133, 2.234648], [-1.281908, 2.359593, 1.849559], [-2.357659, 3.756620, 1.981594], [-2.206257, 3.303934, -1.727507], [-3.289557, 3.495141, -0.347814], [-2.348627, 2.001324, -0.547366], [3.540444, -3.766549, 1.668351], [2.355349, -4.874524, 1.157947], [1.040743, -4.251503, 0.898293], [1.175907, -2.761536, 1.036289], [2.402551, -2.437608, 1.499357], [2.656093, -1.070533, 1.913457], [3.805996, -0.625699, 2.547125], [3.851576, 0.678844, 3.009343], [2.741596, 1.492254, 2.859811], [1.631272, 0.989035, 2.204482], [1.593204, -0.247707, 1.713387], [2.558138, -5.932546, 1.115799], [0.833534, -4.430979, -0.227715], [4.644823, -1.294654, 2.685036], [4.741595, 1.051946, 3.498993], [2.732958, 2.510279, 3.221220], [0.742588, 1.583173, 2.048768], [0.264880, -2.165806, 4.087908], [-0.775367, -1.322610, 3.444260], [-0.966977, -1.003014, 2.171482], [-2.066841, -0.160037, 2.115231], [-2.564361, -0.003009, 3.362917], [-1.742862, -0.739920, 4.178231], [0.928762, -2.605243, 3.350339], [-0.205240, -2.966798, 4.660616], [0.866566, -1.561211, 4.769190], [-2.367679, 0.294727, 1.196044], [-3.388613, 0.577366, 3.735905], [-1.822942, -0.836564, 5.176379]], "forces_ev_per_a": [[1.766, 1.022, 0.385], [0.028, 0.063, -0.060], [0.102, -0.135, -0.202], [-0.005, -0.105, 0.042], [-0.001, 0.076, 0.056], [-0.362, -0.163, -0.691], [0.194, 0.198, 0.376], [0.018, -0.019, 0.017], [-0.061, -0.044, -0.083], [0.026, 0.084, -0.041], [-0.098, -0.178, 0.008], [-0.249, 0.174, -0.617], [-0.310, 0.455, 0.047], [0.129, 0.102, -0.083], [-0.021, -0.066, 0.212], [-0.046, 0.005, 0.067], [-0.006, -0.015, -0.011], [0.007, 0.045, 0.039], [0.011, 0.009, -0.022], [0.011, 0.009, -0.001], [-0.022, -0.014, 0.023], [0.026, -0.048, -0.027], [0.033, 0.046, 0.065], [0.005, -0.014, 0.005], [-0.080, -0.025, 0.040], [0.077, 0.005, -0.021], [0.003, -0.016, 0.009], [0.004, 0.009, 0.016], [0.009, -0.010, -0.047], [-0.012, 0.019, 0.010], [0.022, 0.005, 0.024], [-0.006, 0.008, -0.013], [-0.027, -0.020, 0.013], [0.021, 0.017, 0.002], [-0.016, -0.012, -0.018], [0.053, -0.009, -0.015], [-0.028, -0.024, -0.009], [0.018, 0.009, -0.013], [-0.024, 0.010, 0.036], [0.048, -0.007, -0.048], [-0.017, 0.014, -0.017], [0.022, -0.020, 0.003], [0.045, -0.079, 0.022], [0.016, 0.108, -0.044], [-0.252, 0.081, -0.009], [-0.449, -0.201, 0.237], [0.262, 0.054, -0.361], [-0.167, -0.719, 0.130], [0.013, -0.194, -0.094], [-0.019, 0.045, 0.000], [-0.066, 0.074, 0.061], [0.010, 0.035, 0.019], [-0.032, 0.026, 0.020], [0.049, -0.008, 0.000], [-0.013, -0.005, -0.013], [0.008, -0.005, -0.011], [0.003, -0.009, 0.002], [-0.001, -0.011, 0.010], [0.006, -0.004, 0.005], [0.008, -0.009, 0.009], [-0.009, -0.003, 0.006], [-0.012, 0.009, 0.000], [-0.008, 0.008, 0.006], [0.004, 0.009, -0.004], [-0.018, -0.018, 0.010], [-0.008, -0.020, 0.018], [-0.001, -0.003, -0.017], [0.007, -0.018, 0.003], [0.020, -0.010, -0.017], [-0.015, -0.010, 0.009], [0.006, -0.007, -0.020], [0.007, 0.013, 0.005], [-0.003, -0.027, 0.015], [0.009, 0.013, -0.003], [-0.046, -0.084, -0.012], [0.003, 0.164, 0.090], [-0.141, -0.007, -0.228], [0.171, -0.377, -0.053], [0.060, 0.145, -0.069], [0.012, 0.106, 0.122], [-0.030, 0.015, 0.006], [0.054, 0.020, 0.045], [-0.014, -0.005, -0.016], [-0.092, 0.101, -0.009], [0.406, -0.395, 0.064], [0.017, 0.004, 0.045], [0.038, -0.210, -0.001], [-0.011, -0.014, -0.024], [0.000, -0.009, -0.007], [-0.020, -0.004, 0.007], [0.002, 0.009, -0.012], [0.068, -0.025, -0.060], [-0.059, -0.203, 0.024], [-0.894, 0.159, 0.251], [-0.139, -0.032, 0.330], [0.077, 0.044, -0.124], [0.039, -0.025, 0.108], [-0.115, 0.048, 0.084], [0.018, 0.005, 0.027], [-0.007, -0.001, 0.021], [-0.016, 0.024, -0.045], [-0.005, -0.021, -0.010], [-0.018, 0.015, -0.003]]}

---

[2]
{"formula": "C11H15NPSc", "method": "ωB97M-V/def2-TZVPD", "multiplicity": 1, "homo_ev": -5.31, "gap_ev": 5.28, "total_charge": 0, "lumo_ev": -0.03, "species": ["C", "C", "C", "C", "C", "Sc", "P", "H", "H", "H", "H", "H", "H", "H", "H", "N", "C", "C", "C", "C", "C", "C", "H", "H", "H", "H", "H", "H", "H"], "xyz": [[0.090897, -0.699307, -2.926431], [-0.173103, 0.095993, -4.042631], [0.044397, 1.485193, -4.111931], [0.594497, 2.234093, -3.049131], [0.915697, 1.632193, -1.840231], [0.409497, -0.092007, -1.097531], [0.594397, -2.318607, -0.309831], [-0.175503, -1.766807, -3.038431], [-0.546603, -0.398607, -4.952031], [-0.167103, 1.997093, -5.059531], [1.518297, 2.220193, -1.113531], [0.860397, 3.283393, -3.242731], [1.831997, -2.684507, 0.296769], [0.564697, -3.368307, -1.275931], [-0.220103, -3.000107, 0.651269], [-1.041803, 0.619693, 0.302169], [-0.656603, 0.303393, 1.633569], [0.705997, 0.181893, 1.953169], [1.099097, -0.179707, 3.246269], [0.137597, -0.412307, 4.230669], [-1.220503, -0.281807, 3.924769], [-1.619403, 0.072393, 2.629869], [-0.953203, 1.631193, 0.125369], [-2.014503, 0.380193, 0.062769], [1.462297, 0.348893, 1.197469], [2.151497, -0.286007, 3.481569], [0.444697, -0.695107, 5.229969], [-1.963403, -0.462607, 4.690569], [-2.674103, 0.159993, 2.403669]], "forces_ev_per_a": [[-0.909, -1.158, -1.419], [0.057, 0.340, -0.185], [-0.251, 0.007, -0.522], [0.384, -0.369, 0.084], [1.302, 2.413, -0.605], [0.115, 2.137, 0.156], [0.747, -5.050, 1.383], [0.108, 0.067, -0.457], [0.064, 0.316, 0.175], [0.079, -0.211, 0.370], [-0.070, 0.427, -0.257], [-0.216, -0.256, -0.027], [-0.246, -0.109, -0.051], [0.058, 0.419, 0.272], [0.234, 0.374, -0.203], [-1.838, 1.093, 0.340], [-0.187, -0.386, 1.329], [-0.574, -0.187, 0.346], [-0.470, 0.057, -0.116], [-0.115, 0.123, -0.367], [0.392, 0.065, -0.548], [0.682, -0.169, 0.290], [0.131, -0.350, -0.198], [0.460, 0.072, 0.444], [0.170, 0.202, 0.013], [-0.064, 0.041, -0.052], [-0.020, 0.024, -0.052], [-0.019, 0.021, -0.049], [-0.002, 0.047, -0.097]]}

---

[3]
{"formula": "C15H27FN9O2PmS2", "method": "ωB97M-V/def2-TZVPD", "multiplicity": 5, "homo_ev": [-13.49, -13.51], "gap_ev": [6.96, 6.99], "total_charge": 2, "lumo_ev": [-6.53, -6.52], "species": ["Pm", "N", "N", "C", "N", "N", "N", "O", "O", "H", "H", "H", "H", "H", "F", "C", "C", "C", "C", "C", "C", "H", "H", "H", "H", "S", "C", "N", "C", "C", "N", "H", "H", "H", "H", "H", "H", "C", "C", "N", "C", "S", "N", "C", "C", "H", "H", "H", "H", "H", "H", "H", "H", "H", "H", "H", "H"], "xyz": [[-0.397589, -0.113603, -0.539981], [-0.747821, -0.054237, 2.447046], [-1.514712, -1.140753, 2.909698], [-2.021578, -2.021473, 2.037422], [-2.842831, -2.972348, 2.442831], [-1.574072, -1.839874, 0.778126], [-2.175171, -2.434242, -0.272042], [-2.999266, -3.295445, -0.238390], [-1.711312, -1.919533, -1.323443], [0.213295, -0.168972, 2.761901], [-1.140797, 0.805298, 2.819172], [-1.704767, -1.231704, 3.898104], [-3.177306, -2.995577, 3.393848], [-3.240524, -3.616200, 1.774233], [-3.054416, 5.731140, -0.198355], [-2.578049, 4.488315, -0.322389], [-1.810828, 4.182169, -1.432130], [-1.307143, 2.893923, -1.546320], [-1.565009, 1.904475, -0.582422], [-2.366130, 2.281170, 0.506138], [-2.870661, 3.565122, 0.664825], [-1.619954, 4.953555, -2.165449], [-0.687945, 2.674271, -2.414096], [-2.621420, 1.556615, 1.279507], [-3.481709, 3.864510, 1.504868], [2.164941, -0.708912, 0.688032], [2.534817, -2.309557, 0.208217], [3.324010, -3.102360, 0.917142], [3.471627, -4.424481, 0.307589], [2.899201, -4.176982, -1.097570], [2.121028, -2.939196, -0.904213], [3.700600, -2.816408, 1.805671], [2.885824, -5.160193, 0.860605], [4.512651, -4.736481, 0.290849], [2.262113, -4.990997, -1.431727], [3.683436, -4.007173, -1.836051], [1.864506, -2.375303, -1.705932], [-1.896838, -0.983414, -6.685448], [-2.117071, -0.126503, -5.450757], [-1.165986, -0.406648, -4.367649], [0.090593, 0.031408, -4.304831], [1.073190, -0.364343, -2.926275], [0.581429, 0.778786, -5.275455], [1.926242, 1.369446, -5.333258], [2.913728, 0.453464, -6.028855], [-2.642462, -0.742117, -7.441847], [-1.992416, -2.041131, -6.443051], [-0.912729, -0.833932, -7.131452], [-3.106914, -0.299798, -5.031195], [-2.074522, 0.943725, -5.669565], [-1.427722, -1.086921, -3.670395], [-0.002081, 0.915040, -6.088258], [2.229470, 1.594863, -4.313115], [1.818113, 2.319034, -5.856446], [3.032138, -0.476883, -5.474026], [3.887714, 0.934530, -6.101060], [2.585987, 0.216130, -7.040975]], "forces_ev_per_a": [[0.693, 0.471, 0.341], [0.062, -0.180, -0.050], [-0.032, 0.044, 0.026], [0.045, -0.016, 0.031], [-0.024, 0.080, 0.041], [-0.451, -0.161, 0.244], [0.469, 0.423, 0.136], [-0.044, -0.100, -0.007], [-0.655, -0.723, -0.847], [-0.037, 0.062, 0.057], [0.058, 0.024, -0.037], [0.027, -0.014, -0.016], [-0.019, -0.019, -0.007], [0.051, 0.018, 0.009], [0.013, -0.036, 0.000], [-0.030, 0.112, 0.007], [-0.010, -0.046, 0.046], [-0.029, 0.045, 0.078], [-0.034, -0.026, 0.102], [-0.024, 0.132, 0.112], [0.021, -0.049, -0.201], [0.022, -0.012, -0.030], [0.007, -0.027, 0.002], [-0.028, -0.013, -0.039], [-0.017, -0.037, 0.024], [-0.047, -0.019, -0.077], [0.059, 0.218, 0.171], [-0.079, 0.084, -0.115], [0.004, -0.066, 0.017], [-0.029, -0.032, -0.028], [0.114, 0.036, -0.013], [0.008, -0.069, 0.016], [0.029, 0.005, -0.006], [-0.013, -0.007, -0.002], [0.014, 0.008, -0.017], [0.013, -0.021, 0.021], [-0.088, -0.088, 0.007], [-0.010, -0.043, -0.085], [0.000, 0.067, 0.154], [-0.055, -0.056, 0.029], [0.043, -0.037, 0.134], [0.063, 0.041, -0.048], [-0.162, 0.032, -0.008], [-0.063, 0.075, 0.053], [0.044, -0.024, -0.024], [-0.005, 0.008, 0.008], [-0.009, -0.003, 0.009], [0.011, 0.009, 0.012], [0.005, -0.023, -0.041], [0.023, -0.028, -0.051], [0.004, 0.014, -0.089], [0.023, 0.013, -0.008], [0.039, -0.025, -0.020], [0.033, -0.030, -0.037], [0.000, -0.015, 0.003], [0.006, 0.028, 0.025], [-0.012, -0.001, -0.008]]}

---

[4]
{"formula": "C2H4N2OS", "method": "ωB97M-V/def2-TZVPD", "multiplicity": 1, "homo_ev": [-9.22, -9.22], "gap_ev": [8.53, 8.52], "total_charge": 0, "lumo_ev": [-0.70, -0.70], "species": ["C", "C", "N", "N", "O", "S", "H", "H", "H", "H"], "xyz": [[1.601017, 1.076639, -0.166672], [2.414598, 0.247447, 0.127870], [-1.781585, 0.008286, -0.071515], [-0.695099, -0.892947, 0.017514], [-1.593249, 1.241051, 0.047483], [-3.259684, -0.557693, -0.221361], [0.660028, 1.605093, -0.171688], [3.134029, -0.515393, 0.537053], [0.136850, -0.413633, 0.316246], [-0.616904, -1.798847, -0.414933]], "forces_ev_per_a": [[-0.618, -0.101, 0.519], [1.501, -1.363, 0.963], [1.064, 0.113, 0.106], [-0.699, 2.355, 0.786], [1.370, -1.866, 0.016], [-1.264, -1.095, -0.411], [0.500, 0.296, -0.483], [-1.107, 1.441, -1.013], [0.256, -0.013, -0.225], [-1.005, 0.233, -0.259]]}

---

For reference, energy by record: -148794.547, -43123.351, -74427.332, -17995.987 eV.
For reference, ΔE to the lowest compared entry with this formula, charge and spin by record: 230.4, 146.9, 0.0, 643.8 kJ/mol.